{"formula": "C4H11N3O2", "method": "the ωB97M-V functional and the def2-TZVPD basis", "species": ["H", "N", "C", "N", "N", "C", "H", "H", "H", "H", "H", "H", "C", "C", "O", "O", "H", "H", "H", "H"], "positions_angstrom": [[0.824, -0.821, -1.108], [0.072, -0.949, -0.442], [0.389, -1.230, 0.758], [-0.520, -1.070, 1.797], [1.600, -1.709, 1.190], [2.638, -1.970, 0.212], [-0.672, -1.919, 2.321], [-1.394, -0.657, 1.504], [1.841, -1.756, 2.162], [2.413, -2.844, -0.404], [3.590, -2.067, 0.731], [2.705, -1.127, -0.490], [-1.447, 2.799, -1.544], [-2.257, 2.172, -0.441], [-3.124, 2.738, 0.179], [-1.856, 0.957, -0.072], [-0.750, 3.607, -1.297], [-2.041, 3.246, -2.339], [-0.874, 2.038, -2.071], [-1.137, 0.561, -0.647]], "homo_lumo_gap_ev": 10.13, "smiles": "[H]/N=C(/N)NC.CC(=O)O", "homo_ha": -0.3480}

***

{"formula": "C6H8BrN3O5", "method": "the ωB97M-V functional and the def2-TZVPD basis", "species": ["C", "O", "C", "C", "N", "C", "O", "N", "C", "O", "C", "Br", "N", "O", "O", "H", "H", "H", "H", "H", "H", "H", "H"], "positions_angstrom": [[2.719, -2.414, -0.872], [1.933, -1.496, -0.174], [0.837, -0.838, -0.555], [-0.178, -1.376, -1.486], [0.537, 0.256, -0.028], [0.989, 1.349, 0.613], [1.875, 2.104, 0.214], [0.185, 1.825, 1.662], [-1.042, 1.542, 2.187], [-1.439, 2.063, 3.198], [-1.952, 0.709, 1.313], [-2.627, -0.944, 1.795], [-2.385, 1.203, 0.170], [-3.218, 0.712, -0.609], [-1.919, 2.414, -0.260], [2.203, -3.401, -1.178], [3.706, -2.606, -0.230], [2.988, -1.836, -1.783], [-0.542, -2.255, -1.045], [0.257, -1.511, -2.413], [-1.067, -0.712, -1.523], [0.714, 2.621, 1.994], [-2.572, 2.591, -0.990]], "homo_lumo_gap_ev": 9.45, "smiles": "CO/C(C)=N\\C(=O)NC(=O)/C(Br)=[N+](/[O-])O", "homo_ha": -0.3371}

***

{"formula": "C4H5O2", "method": "the ωB97M-V functional and the def2-TZVPD basis", "species": ["C", "C", "C", "C", "O", "O", "H", "H", "H", "H", "H"], "positions_angstrom": [[-0.512, 1.463, 0.000], [-2.065, -0.244, 0.000], [0.305, 0.251, 0.000], [-0.724, -0.878, 0.000], [-3.175, -0.559, 0.000], [-1.737, 1.303, 0.000], [-0.103, 2.474, 0.000], [0.979, 0.245, -0.866], [0.979, 0.245, 0.866], [-0.647, -1.530, 0.875], [-0.647, -1.531, -0.875]], "charge": 1, "homo_lumo_gap_ev": 11.18, "homo_ha": -0.6300}

***

{"formula": "C32H55GeN2P2Rh", "method": "the ωB97M-V functional and the def2-TZVPD basis", "species": ["Rh", "C", "C", "C", "P", "C", "C", "C", "C", "C", "C", "C", "C", "C", "N", "C", "C", "C", "C", "C", "C", "P", "C", "C", "C", "C", "C", "C", "H", "H", "H", "H", "H", "H", "H", "H", "H", "H", "H", "H", "H", "H", "H", "H", "H", "H", "H", "H", "H", "H", "H", "H", "H", "H", "H", "H", "H", "H", "H", "H", "H", "H", "H", "H", "C", "Ge", "C", "C", "C", "H", "H", "H", "H", "H", "H", "H", "H", "H", "H", "C", "C", "C", "C", "N", "H", "H", "H", "H", "H", "H", "H", "H", "H"], "positions_angstrom": [[-0.490, -0.419, -0.799], [-3.862, 0.831, -1.831], [-3.787, 0.859, -0.304], [-4.459, -0.389, 0.274], [-1.991, 0.925, 0.190], [-2.138, 1.147, 2.046], [-3.373, 1.889, 2.564], [-0.927, 1.852, 2.660], [-1.486, 2.573, -0.434], [-2.281, 3.707, -0.358], [-1.930, 4.904, -0.972], [-0.759, 4.929, -1.720], [0.060, 3.817, -1.805], [-0.244, 2.609, -1.133], [0.506, 1.462, -1.194], [1.839, 1.452, -1.479], [2.715, 2.568, -1.391], [4.055, 2.473, -1.709], [4.614, 1.274, -2.144], [3.791, 0.155, -2.179], [2.453, 0.205, -1.815], [1.364, -1.258, -1.698], [2.303, -2.600, -0.827], [2.666, -2.129, 0.576], [3.508, -3.249, -1.506], [1.328, -1.875, -3.449], [0.604, -0.834, -4.302], [0.601, -3.217, -3.511], [-4.902, 0.729, -2.160], [-3.285, -0.016, -2.212], [-3.446, 1.741, -2.268], [-4.305, 1.753, 0.057], [-3.949, -1.284, -0.082], [-5.510, -0.429, -0.035], [-4.428, -0.423, 1.363], [-2.163, 0.117, 2.421], [-3.398, 2.916, 2.195], [-3.332, 1.944, 3.656], [-4.311, 1.408, 2.296], [-1.022, 2.925, 2.453], [0.367, 0.394, 2.003], [-1.025, 1.737, 3.754], [-3.224, 3.654, 0.175], [-2.570, 5.775, -0.900], [-0.480, 5.827, -2.262], [0.931, 3.861, -2.443], [2.338, 3.510, -1.022], [4.678, 3.356, -1.608], [5.661, 1.207, -2.417], [4.210, -0.794, -2.493], [1.513, -3.353, -0.737], [3.428, -1.347, 0.535], [3.057, -2.958, 1.174], [1.786, -1.717, 1.075], [4.377, -2.589, -1.499], [3.305, -3.538, -2.538], [3.790, -4.155, -0.958], [2.357, -1.978, -3.815], [-0.401, -0.668, -3.904], [0.523, -1.179, -5.339], [1.126, 0.125, -4.293], [-0.360, -3.141, -2.992], [1.161, -4.016, -3.019], [0.432, -3.514, -4.552], [-1.773, -2.889, 2.686], [-1.503, -3.505, 0.781], [0.071, -4.707, 1.061], [-3.013, -4.794, 0.559], [-1.465, -2.214, -0.581], [-1.708, -3.722, 3.393], [-2.750, -2.411, 2.798], [-1.006, -2.155, 2.945], [-0.117, -5.363, 1.916], [0.974, -4.133, 1.269], [0.250, -5.325, 0.177], [-3.041, -5.512, 1.385], [-2.911, -5.342, -0.380], [-3.963, -4.254, 0.539], [-2.497, -2.150, -0.962], [1.696, 3.400, 2.409], [1.549, 1.921, 2.777], [2.725, 1.137, 2.202], [1.562, 1.771, 4.308], [0.340, 1.398, 2.147], [2.667, 3.780, 2.737], [0.922, 4.010, 2.881], [1.612, 3.518, 1.328], [3.673, 1.564, 2.538], [2.696, 1.150, 1.112], [2.683, 0.097, 2.533], [2.529, 2.082, 4.713], [1.394, 0.727, 4.588], [0.793, 2.380, 4.784]], "charge": -2, "homo_lumo_gap_ev": [2.97, 2.98], "homo_ha": [0.0605, 0.0605]}

***

{"formula": "C4H5INO2", "method": "the ωB97M-V functional and the def2-TZVPD basis", "species": ["C", "C", "C", "C", "N", "O", "O", "I", "H", "H", "H", "H", "H"], "positions_angstrom": [[-0.743, -1.462, -0.083], [0.844, 0.376, 1.024], [1.290, 0.310, -0.440], [-0.178, 0.098, -0.033], [-1.068, 1.181, -0.492], [0.079, -2.334, 0.184], [-1.861, -1.467, -0.569], [-3.083, 0.990, 0.213], [1.319, -0.390, 1.486], [0.863, 1.292, 1.706], [1.680, 1.166, -0.977], [1.994, -0.629, -0.559], [-1.134, 0.870, -1.459]], "charge": -1, "spin_multiplicity": 3, "homo_lumo_gap_ev": [5.43, 5.81], "homo_ha": [-0.0803, -0.1630]}

***

{"formula": "CH3NS2", "method": "the ωB97M-V functional and the def2-TZVPD basis", "species": ["C", "N", "S", "S", "H", "H", "H"], "positions_angstrom": [[2.276, 0.170, -0.019], [-0.242, -0.432, -0.022], [3.804, 0.361, 0.046], [1.297, -1.239, 0.111], [1.216, 1.283, -0.642], [-0.877, -0.686, 0.718], [-0.530, -0.681, -0.936]], "homo_lumo_gap_ev": 8.50, "homo_ha": -0.3129}